The following is a DFT calculation (ωB97M-V/def2-TZVPD) of the ion C7H11O3S with charge -1 at a distorted geometry.

Each line ends with the natural charge from an NBO analysis.
Cartesian coordinates (Å):
O (-1.975822, -0.709755, 0.607550)  -0.755
H (0.446337, -1.058860, 1.487062)  0.208
C (-0.986842, 0.140684, -2.563638)  -0.239
H (1.369233, 1.605352, 0.377438)  0.189
H (0.654403, 3.276683, 0.657373)  0.197
C (0.178213, -2.401609, -0.150088)  -0.604
S (-3.552991, -0.384816, -0.130337)  1.665
O (-4.394544, -1.043891, 0.916496)  -1.021
C (0.356244, -0.995223, 0.466177)  -0.387
C (-0.940139, -0.040215, -1.378029)  -0.002
O (-3.714818, 1.104674, -0.066007)  -1.042
H (1.317139, -0.639730, 0.037346)  0.186
H (-1.127555, -0.014684, -3.551617)  0.207
H (-0.495974, -2.289557, -1.015262)  0.226
H (-0.189687, -3.335494, 0.525073)  0.201
C (-0.683849, 1.375379, 0.686521)  -0.423
H (-0.493765, 1.334609, 1.707165)  0.199
H (0.439761, 2.407381, -0.869126)  0.205
C (0.480417, 2.211885, 0.206126)  -0.608
H (-1.688009, 1.820999, 0.477532)  0.267
H (1.074304, -2.787821, -0.585505)  0.185
C (-0.823162, -0.038589, 0.026737)  0.144

Atoms 1-2, force components in eV/Å:
0.45 0.81 -0.14
-0.04 0.22 2.50

largest force on an atom: 4.154 eV/A
LUMO level: 3.6 eV
net charge: -1
energy relative to the best compared isomer or geometry (same formula, charge and spin): 36.4 kcal/mol

---

The following is a DFT calculation (ωB97M-V/def2-TZVPD) of a structure of composition C7H11O4PTi at a distorted geometry.

Each line ends with the natural charge from an NBO analysis.
Cartesian coordinates (Å):
O (-2.774235, 0.209788, -1.983569)  -0.281
H (0.389146, -0.243777, -5.819990)  -0.013
C (-0.950314, 1.574870, 1.879279)  -0.921
H (-1.541049, -1.599345, 2.732360)  0.291
H (-0.637381, -2.398999, 1.462167)  0.257
C (-1.296901, -1.569746, 1.672708)  -0.914
O (3.606096, 0.181542, -0.715780)  -0.272
O (0.379070, 3.244498, -1.334016)  -0.292
H (-1.217389, 1.520690, 2.936373)  0.290
O (0.375526, -3.206859, -1.702057)  -0.287
H (1.844231, 0.635648, 1.483247)  0.262
Ti (0.365731, 0.040366, -0.966877)  0.405
C (-1.692227, 0.117248, -1.613484)  0.551
H (-2.194279, -1.732101, 1.075240)  0.271
C (1.247660, -0.229358, 1.825862)  -0.970
C (0.377419, 2.078180, -1.261567)  0.504
C (0.376012, -2.074900, -1.446947)  0.517
H (0.373700, 0.517794, -5.944751)  0.015
H (1.635421, -1.184598, 1.429811)  0.264
H (-0.120802, 2.263660, 1.785735)  0.259
H (1.138444, -0.244766, 2.915510)  0.316
H (-1.765031, 2.022115, 1.313572)  0.270
P (-0.379420, -0.038134, 1.180341)  0.951
C (2.460563, 0.116178, -0.903169)  0.527

Atoms 1-2, force components in eV/Å:
3.71 -0.34 1.40
-0.02 0.94 -0.15

largest force on an atom: 7.478 eV/A
LUMO level (alpha / beta): -9.9 / -10.3 eV
spin multiplicity: 3
net charge: +2
energy relative to the best compared isomer or geometry (same formula, charge and spin): 0.0 kcal/mol
⟨S²⟩: 2.010

---

The following is a DFT calculation (ωB97M-V/def2-TZVPD) of an isolated molecule of C7H11P at a distorted geometry.

Each line ends with the natural charge from an NBO analysis.
Cartesian coordinates (Å):
H (-0.393691, -0.559782, -2.451313)  0.215
C (-0.379661, 0.892642, -0.539522)  -0.271
H (-0.126609, -2.783642, 1.007294)  0.213
H (2.558048, 1.688076, -0.474902)  -0.029
H (-0.610425, -2.461834, -1.463138)  0.215
C (-1.764811, 1.151628, 0.154165)  -0.620
C (-0.407563, -1.594295, -0.815257)  -0.231
H (0.037120, 1.727530, -0.956623)  0.213
H (2.974495, 0.203688, 0.805392)  -0.035
H (-2.218995, 0.183415, 0.281308)  0.222
P (2.351566, 0.222318, -0.442777)  0.259
H (-2.495607, 1.456783, -0.615535)  0.214
H (0.924322, -0.744744, 2.266279)  0.222
H (0.721922, 1.287226, 1.273537)  0.222
C (-0.514987, -0.424904, -1.414961)  -0.185
H (-1.758330, 1.779542, 1.027253)  0.212
C (0.568780, -0.782170, 1.244144)  -0.183
C (0.609332, 0.529875, 0.519344)  -0.391
C (-0.074903, -1.771352, 0.595306)  -0.262

Atoms 1-2, force components in eV/Å:
-0.65 1.00 -1.49
-2.25 -3.74 1.70

largest force on an atom: 4.681 eV/A
LUMO level: 0.9 eV
energy relative to the best compared isomer or geometry (same formula, charge and spin): 18.3 kcal/mol
structure (SMILES): C[C@@H]1C=CC=C[C@H]1P

---

The following is a DFT calculation (ωB97M-V/def2-TZVPD) of an isolated molecule of C7H12.

Each line ends with the natural charge from an NBO analysis.
Cartesian coordinates (Å):
C (-1.192288, 0.421704, -0.037105)  -0.230
H (1.002231, -0.181120, 2.345297)  0.215
C (-0.117333, 1.297320, -0.628814)  -0.217
H (1.801274, 1.424094, -1.608215)  0.213
C (-1.045741, -1.091534, -0.161890)  -0.413
C (-0.076995, 0.944330, 0.836397)  -0.230
H (1.766178, -0.216577, 0.765208)  0.201
H (0.497967, 0.816169, -2.642282)  0.213
H (-0.545712, -1.848719, 1.805286)  0.202
H (0.633050, -2.322834, 0.579224)  0.206
H (1.216255, -0.232367, -1.416773)  0.205
H (-2.007618, -1.588315, 0.002994)  0.215
H (-0.716761, -1.379441, -1.168364)  0.201
C (0.792806, -0.230841, 1.271593)  -0.413
C (0.903080, 0.795746, -1.623910)  -0.618
C (-0.011746, -1.502523, 0.912938)  -0.399
H (-0.264760, 1.739522, 1.553151)  0.218
H (-0.440179, 2.318884, -0.827070)  0.213
H (-2.193709, 0.836502, 0.042335)  0.218

Atoms 1-2, force components in eV/Å:
-0.18 -0.04 -0.01
-0.05 -0.01 -0.16

largest force on an atom: 0.184 eV/A
LUMO level: 1.1 eV
energy relative to the best compared isomer or geometry (same formula, charge and spin): 11.0 kcal/mol
structure (SMILES): C[C@H]1[C@H]2CCC[C@@H]12

---

The following is a DFT calculation (ωB97M-V/def2-TZVPD) of an isolated molecule of C7H12 at a distorted geometry.

Each line ends with the natural charge from an NBO analysis.
Cartesian coordinates (Å):
H (1.104384, 2.826761, -0.721937)  0.217
C (0.030612, 0.092513, 1.329596)  -0.422
H (-0.669948, 1.419882, -1.857916)  0.221
H (0.094774, -2.023479, 1.949613)  0.208
C (-0.090550, 1.040535, -1.018601)  -0.143
H (-1.741578, -1.381592, 0.500854)  0.136
H (-1.319715, -0.596936, -1.766715)  0.205
C (0.362127, -1.400030, 1.095378)  -0.424
H (1.954421, 1.356153, -0.224950)  0.212
C (-0.584757, -1.684633, -0.058516)  -0.333
H (0.927930, 0.708021, 1.452233)  0.210
H (1.426912, -1.577294, 0.883229)  0.203
H (-0.564719, 0.223072, 2.234110)  0.214
H (-1.927119, 0.181750, 0.460383)  0.221
C (1.256845, 1.762831, -0.960209)  -0.623
C (-0.866831, 0.500128, 0.131483)  -0.245
H (1.745027, 1.727816, -1.942553)  0.219
H (-0.558690, -2.686415, -0.514195)  0.216
C (-0.579125, -0.489083, -0.971288)  -0.294

Atoms 1-2, force components in eV/Å:
-0.09 -0.30 -0.01
-0.09 0.01 0.16

largest force on an atom: 3.914 eV/A
LUMO level: 1.1 eV
energy relative to the best compared isomer or geometry (same formula, charge and spin): 87.6 kcal/mol
structure (SMILES): C[C@H]1[C@H]2CCC[C@@H]12

---

The following is a DFT calculation (ωB97M-V/def2-TZVPD) of an isolated molecule of C7H12.

Each line ends with the natural charge from an NBO analysis.
Cartesian coordinates (Å):
H (-0.368299, -2.336934, 1.763360)  0.211
H (1.113228, 0.013602, 1.744759)  0.206
H (1.364057, 2.954427, 0.044269)  0.209
H (-1.850496, -2.158025, 0.706557)  0.211
C (-0.775057, -2.025061, 0.804140)  -0.410
H (1.119953, 2.004555, -1.431628)  0.200
H (-0.133478, 3.133364, -0.888634)  0.209
H (1.826174, 0.086034, 0.113637)  0.200
H (-2.008300, 0.352993, -0.283329)  0.205
C (0.066562, -2.224399, -0.430006)  -0.415
C (-0.162611, -0.850293, 0.109641)  -0.060
H (-0.546790, 1.709050, 1.130847)  0.199
H (1.058760, -2.651411, -0.299954)  0.212
C (-0.938926, 0.307878, -0.517357)  -0.392
H (-0.812397, 0.383549, -1.604478)  0.200
C (-0.025179, 1.294275, 0.260806)  -0.201
C (0.884683, 0.107184, 0.677415)  -0.393
H (-0.428159, -2.511630, -1.354874)  0.212
C (0.616275, 2.410841, -0.545171)  -0.604

Atoms 1-2, force components in eV/Å:
-0.03 0.06 -0.16
-0.05 0.01 -0.15

largest force on an atom: 0.221 eV/A
LUMO level: 1.2 eV
energy relative to the best compared isomer or geometry (same formula, charge and spin): 28.6 kcal/mol
structure (SMILES): CC1CC2(CC2)C1